No. 1
152
Properties=species:S:1:pos:R:3 method="wB97M-V/def2-TZVPD" homo_ev=-5.94 lumo_ev=-5.23 max_force_ev_per_a=4.8 energy_ha=-4884.884996
Zn 2.91 -2.74 -0.51
B 4.67 -3.66 -1.08
H 7.49 -5.39 -1.12
H 3.61 4.16 -8.65
H -12.23 -6.75 -0.84
H 5.81 -7.93 10.13
B 1.24 -2.81 0.38
H -12.31 7.66 12.01
H 4.83 0.50 4.76
H -8.20 -2.20 9.17
H -2.50 6.50 -6.04
C 5.55 -6.54 3.07
C 5.13 -5.07 3.09
C 4.47 -4.57 1.86
C 3.19 -5.15 1.50
N 2.29 -5.70 1.10
H 4.80 -7.26 3.26
H 6.34 -6.64 3.81
H 5.99 -6.83 2.08
H 6.01 -4.39 3.22
H 4.57 -4.86 4.08
H 5.13 -4.85 1.05
H 4.36 -3.50 1.89
C 0.32 -5.14 5.73
C 0.77 -5.46 4.32
C -0.13 -4.62 3.42
C -1.46 -5.16 3.47
N -2.52 -5.60 3.49
H -0.74 -5.46 5.85
H 0.28 -4.03 5.84
H 0.85 -5.60 6.58
H 0.58 -6.48 4.04
H 1.74 -5.23 4.10
H 0.12 -4.57 2.37
H -0.24 -3.58 3.78
C 10.15 0.08 -3.17
C 8.99 -0.98 -3.48
C 8.56 -1.62 -2.15
C 7.88 -0.62 -1.26
N 7.56 0.18 -0.50
H 10.35 0.64 -4.10
H 11.01 -0.42 -2.89
H 9.88 0.71 -2.34
H 9.48 -1.73 -4.16
H 8.11 -0.49 -3.97
H 9.40 -2.08 -1.60
H 7.86 -2.48 -2.30
C -3.38 0.32 -5.21
O -3.69 -0.38 -4.06
C -3.59 0.44 -2.96
C -4.70 0.16 -1.97
O -6.00 0.67 -2.37
C -6.86 0.36 -1.31
C -8.30 0.64 -1.76
O -8.43 2.01 -2.20
C -9.65 2.32 -2.74
H -3.39 -0.30 -6.14
H -2.31 0.67 -5.25
H -4.07 1.09 -5.48
H -3.71 1.52 -3.10
H -2.62 0.27 -2.42
H -4.51 0.64 -1.01
H -4.85 -0.87 -1.83
H -6.51 0.94 -0.44
H -6.71 -0.74 -1.00
H -9.04 0.44 -1.01
H -8.44 0.03 -2.64
H -9.82 1.83 -3.70
H -9.76 3.40 -2.85
H -10.42 1.95 -1.99
C -0.30 -1.34 4.02
O -0.51 0.06 4.03
C -1.48 0.47 5.03
C -1.62 1.91 4.88
O -0.47 2.55 5.39
C -0.62 3.96 5.19
C 0.75 4.61 5.35
O 1.33 4.39 4.09
C 2.68 4.78 4.11
H -1.25 -1.85 4.01
H 0.13 -1.66 4.95
H 0.36 -1.59 3.16
H -1.16 0.22 6.06
H -2.50 0.04 4.81
H -2.56 2.22 5.40
H -1.77 2.19 3.84
H -1.36 4.32 5.83
H -0.92 4.13 4.16
H 1.43 4.26 6.14
H 0.68 5.68 5.53
H 2.75 5.86 4.32
H 3.18 4.62 3.15
H 3.23 4.28 4.93
C -6.33 2.55 -4.79
O -5.03 3.15 -4.79
C -5.03 4.44 -4.32
C -5.06 4.61 -2.82
O -3.93 4.08 -2.19
C -4.24 3.44 -0.99
C -4.29 4.36 0.17
O -3.15 5.03 0.54
C -2.78 6.15 -0.33
H -7.01 3.18 -5.48
H -6.75 2.37 -3.74
H -6.25 1.61 -5.30
H -5.83 5.00 -4.75
H -4.09 4.92 -4.69
H -6.03 4.17 -2.48
H -5.18 5.65 -2.62
H -3.50 2.68 -0.88
H -5.23 2.99 -0.98
H -4.51 3.78 1.08
H -5.10 5.14 0.14
H -2.63 5.88 -1.35
H -1.82 6.55 -0.07
H -3.53 6.95 -0.30
C 6.14 -0.49 2.04
O 4.73 -0.21 2.54
C 3.69 -0.65 1.86
O 3.84 -1.29 0.82
O 2.53 -0.33 2.37
C 2.42 0.52 3.49
H 6.56 0.43 1.65
H 6.03 -1.17 1.21
H 6.70 -0.84 2.88
H 2.96 1.48 3.44
H 2.89 0.04 4.32
H 1.37 0.74 3.66
C 0.19 0.39 -6.96
O -0.37 -0.84 -6.44
C 0.43 -1.47 -5.53
O 1.43 -1.07 -4.96
O -0.15 -2.69 -5.31
C 0.60 -3.38 -4.25
H 1.09 0.14 -7.54
H 0.31 1.04 -6.11
H -0.59 0.77 -7.56
H 1.65 -3.50 -4.51
H 0.26 -4.42 -4.11
H 0.61 -2.72 -3.38
C 0.94 0.26 -0.65
O 1.90 0.71 -1.60
C 2.72 -0.13 -2.16
O 2.59 -1.36 -2.06
O 3.60 0.38 -3.02
C 4.17 -0.62 -3.88
H 0.13 1.01 -0.71
H 1.34 0.22 0.33
H 0.46 -0.72 -0.87
H 4.85 -1.26 -3.30
H 4.77 -0.21 -4.64
H 3.37 -1.13 -4.33

---

No. 2
14
Properties=species:S:1:pos:R:3 method="wB97M-V/def2-TZVPD" homo_ev=-7.64 lumo_ev=0.72 smiles="CCN/N=P/N" max_force_ev_per_a=4.1 e_above_lowest_kj_mol=181.8 energy_ha=-586.545452
C -2.22 -0.36 0.54
C -1.24 0.19 -0.57
N 1.18 -0.08 -0.31
N 3.41 0.63 0.44
N -0.03 -0.56 -0.68
P 2.65 -0.69 -0.34
H -1.73 -0.18 1.50
H -3.12 0.19 0.62
H -2.45 -1.35 0.58
H -1.90 -0.01 -1.47
H -1.16 1.30 -0.35
H 2.71 1.24 0.73
H 4.16 1.15 -0.15
H -0.27 -1.47 -0.55

---

No. 3
18
Properties=species:S:1:pos:R:3 method="wB97M-V/def2-TZVPD" multiplicity=2 homo_ev="-13.47 / -13.36" lumo_ev="-2.78 / -7.97" max_force_ev_per_a=2.8 e_above_lowest_kj_mol=93.3 energy_ha=-686.849052 total_charge=+1
C 1.00 0.06 -0.12
N 0.09 0.03 1.00
C 0.39 0.93 2.13
O -0.62 0.95 3.03
C 0.61 -1.01 -1.21
C -0.52 -0.51 -2.09
S -2.11 -0.56 -1.15
H 0.91 1.03 -0.63
H 2.00 -0.14 0.25
H -0.90 0.17 0.66
H 0.45 1.93 1.68
H 1.32 0.58 2.60
H -0.69 0.19 3.62
H 0.48 -1.91 -0.63
H 1.53 -1.12 -1.77
H -0.66 -1.17 -2.93
H -0.40 0.53 -2.35
H -2.87 0.02 -2.09

---

No. 4
113
Properties=species:S:1:pos:R:3 method="wB97M-V/def2-TZVPD" homo_ev=-12.53 lumo_ev=-6.31 max_force_ev_per_a=0.4 e_above_lowest_kj_mol=0.0 energy_ha=-3271.723267 total_charge=+2
Au 0.12 -0.28 -0.05
C 2.20 0.90 2.17
N 1.70 0.85 0.78
C 1.97 1.88 0.03
C 1.17 2.19 -1.08
C 1.19 3.25 -1.99
C 0.01 3.16 -2.72
C -0.69 2.05 -2.23
N 0.00 1.47 -1.23
C 2.98 -0.27 2.71
C 4.37 -0.23 2.73
C 5.09 -1.23 3.36
C 4.43 -2.29 3.97
C 3.04 -2.34 3.94
C 2.33 -1.32 3.33
H 1.33 1.08 2.81
H 2.82 1.80 2.24
H 2.77 2.55 0.33
H 1.97 3.99 -2.08
H -0.32 3.81 -3.51
H -1.64 1.68 -2.57
H 4.89 0.61 2.28
H 6.17 -1.17 3.40
H 4.99 -3.06 4.48
H 2.52 -3.15 4.43
H 1.25 -1.33 3.38
C 0.80 -3.24 -1.58
N -0.54 -3.75 -1.69
C -1.62 -3.17 -0.95
P -1.67 -1.34 -1.09
C -3.18 -0.82 -0.28
C -3.77 -1.60 0.72
C -4.92 -1.14 1.35
C -5.48 0.07 0.99
C -4.89 0.85 -0.01
C -3.74 0.40 -0.63
C -1.78 -1.01 -2.84
C -3.01 -1.14 -3.48
C -3.09 -1.01 -4.85
C -1.95 -0.75 -5.59
C -0.72 -0.62 -4.96
C -0.63 -0.74 -3.59
C -0.74 -4.99 -2.34
C -1.75 -5.86 -1.94
C -1.93 -7.07 -2.61
C -1.09 -7.43 -3.65
C -0.07 -6.58 -4.03
C 0.11 -5.36 -3.39
P 1.19 -2.36 -0.02
C 2.95 -2.09 -0.25
C 3.91 -2.86 0.38
C 5.25 -2.71 0.04
C 5.62 -1.78 -0.92
C 4.66 -1.00 -1.55
C 3.33 -1.15 -1.22
C 0.77 -3.56 1.25
C 1.34 -4.84 1.20
C 0.96 -5.80 2.12
C -0.01 -5.51 3.07
C -0.60 -4.25 3.10
C -0.21 -3.28 2.19
H 1.11 -2.57 -2.39
H 1.51 -4.08 -1.59
H -1.65 -3.44 0.11
H -2.56 -3.48 -1.40
H -3.35 -2.55 1.02
H -5.39 -1.75 2.12
H -6.39 0.42 1.47
H -5.33 1.79 -0.30
H -3.29 1.01 -1.41
H -3.91 -1.35 -2.91
H -4.05 -1.10 -5.35
H -2.02 -0.64 -6.67
H 0.17 -0.40 -5.54
H 0.32 -0.58 -3.10
H -2.40 -5.62 -1.11
H -2.72 -7.73 -2.29
H -1.23 -8.38 -4.15
H 0.59 -6.84 -4.84
H 0.88 -4.69 -3.73
H 3.64 -3.57 1.16
H 6.00 -3.31 0.53
H 6.67 -1.67 -1.18
H 4.95 -0.27 -2.29
H 2.58 -0.52 -1.70
H 2.08 -5.09 0.44
H 1.40 -6.79 2.08
H -0.31 -6.26 3.78
H -1.37 -4.03 3.83
H -0.69 -2.31 2.19
C -2.18 1.06 3.95
C -1.43 0.35 3.02
N -1.25 0.78 1.76
C -1.79 1.94 1.42
C -2.55 2.73 2.27
C -2.76 2.26 3.56
C -3.16 3.98 1.78
C -2.55 5.02 1.21
C -1.11 5.27 1.05
C -0.68 6.37 0.33
C 0.69 6.58 0.23
N 1.57 5.79 0.83
C 1.05 4.79 1.53
N -0.22 4.46 1.66
H -2.30 0.68 4.95
H -0.97 -0.58 3.30
H -1.60 2.28 0.41
H -3.36 2.83 4.26
H -4.24 4.04 1.89
H -3.19 5.83 0.85
H -1.38 7.04 -0.15
H 1.08 7.42 -0.34
H 1.76 4.16 2.06

---

No. 5
42
Properties=species:S:1:pos:R:3 method="wB97M-V/def2-TZVPD" multiplicity=7 homo_ev="-16.17 / -16.17" lumo_ev="-12.38 / -11.57" max_force_ev_per_a=7.9 energy_ha=-1936.495601 total_charge=+3
C 4.09 2.75 1.22
C 4.77 1.90 0.01
O 5.64 0.84 0.49
C 3.52 1.21 -0.78
N 3.88 -0.26 -0.87
C 2.65 -1.00 -1.28
C 1.69 -1.41 -0.02
O 0.77 -2.40 -0.54
C -0.45 -2.43 0.17
C -0.69 -3.71 1.08
C -2.01 -3.87 1.87
C -3.12 -2.79 1.78
C -2.88 -1.51 0.89
C -1.54 -1.34 0.08
C -1.39 -0.05 -0.82
O -0.39 0.26 -1.52
C -2.64 0.94 -0.90
C -3.87 0.76 -0.17
B -5.05 1.84 -0.40
O -5.46 2.17 -1.78
O -5.75 2.46 0.66
C -4.06 -0.45 0.84
O -5.10 -0.58 1.58
H 3.45 3.56 0.71
H 4.95 3.23 1.79
H 3.45 2.05 1.86
H 5.29 2.62 -0.70
H 5.24 0.38 1.26
H 2.57 1.34 -0.18
H 3.44 1.62 -1.86
H 4.50 -0.31 -1.71
H 2.04 -0.51 -2.12
H 3.01 -2.02 -1.70
H 2.39 -1.79 0.80
H 1.15 -0.48 0.39
H 0.14 -4.51 1.11
H -2.19 -4.77 2.54
H -4.11 -2.91 2.33
H -2.56 1.87 -1.58
H -4.75 2.73 -2.22
H -5.20 2.31 1.46
Tb -5.42 2.26 -3.76

---

No. 6
18
Properties=species:S:1:pos:R:3 method="wB97M-V/def2-TZVPD" homo_ev=-8.53 lumo_ev=0.53 max_force_ev_per_a=2.6 e_above_lowest_kj_mol=473.7 energy_ha=-418.280538
C -1.56 -1.51 -0.54
C 1.06 -1.07 -0.43
O -1.85 -1.36 0.64
H -0.88 -0.32 1.37
H -1.50 -2.52 -0.98
H -1.51 -0.68 -1.26
H 1.66 -0.56 -1.18
H 0.68 -1.96 -0.92
H 1.67 -1.48 0.38
C 0.60 0.60 0.52
N 1.85 1.11 0.85
C -1.18 1.74 -0.47
N 0.02 1.37 -0.54
O -0.12 0.30 1.61
H 2.38 1.47 0.07
H 2.11 1.06 1.82
H -1.85 1.51 0.36
H -1.60 2.30 -1.31